Computed, not measured: C6ClF5O6Rh as an isolated structure at a distorted geometry, with the ωB97M-V functional and the def2-TZVPD basis.

CARTESIAN COORDINATES (ANGSTROEM)
1 Rh -2.425 0.109 -0.492
2 O -4.817 -0.770 2.339
3 Cl -3.486 -1.007 1.888
4 O -2.759 -1.858 2.770
5 O -2.780 0.279 1.766
6 O -3.527 -1.619 0.551
7 O -3.852 1.033 -1.081
8 F 4.463 1.419 -0.965
9 C 3.238 0.884 -0.809
10 C 3.091 -0.455 -0.490
11 F 4.185 -1.217 -0.337
12 C 1.837 -1.010 -0.329
13 F 1.750 -2.312 -0.021
14 C 0.653 -0.262 -0.476
15 O -0.515 -0.794 -0.319
16 C 0.855 1.092 -0.800
17 F -0.235 1.876 -0.958
18 C 2.103 1.656 -0.963
19 F 2.221 2.956 -1.273

Values from the calculation:
E (Ha): -1749.84859
ΔE to the lowest compared entry with this formula, charge and spin (eV): 0.000
Spin multiplicity: 5
Net charge: -1
<S²>: 6.02

The molecule's natural (NBO) atomic charges, reported in e, are given here: 1.273, -0.813, 2.528, -0.810, -0.867, -0.865, -0.609, -0.306, 0.215, 0.269, -0.304, 0.253, -0.301, 0.241, -0.802, 0.266, -0.325, 0.260, -0.303



Computed, not measured: C14H26BaN6O6 as an isolated structure at a distorted geometry, with the ωB97M-V functional and the def2-TZVPD basis.

CARTESIAN COORDINATES (ANGSTROEM)
1 O -0.439 -3.603 -0.627
2 H -0.418 -4.571 -0.593
3 Ba -1.513 -1.181 -0.454
4 N -0.323 0.615 1.798
5 N -1.596 -1.508 2.115
6 N 0.736 0.625 -1.364
7 N 0.200 -1.556 -2.523
8 O 0.411 1.683 1.679
9 O 1.040 1.836 -0.803
10 O -0.130 -2.756 -3.161
11 O -2.627 -2.220 1.800
12 C -1.773 -0.615 3.135
13 C -1.028 0.575 2.975
14 C 0.967 0.628 -2.687
15 C 0.555 -0.587 -3.361
16 C -1.073 1.741 3.888
17 H -1.504 2.621 3.384
18 H -0.055 2.004 4.210
19 H -1.684 1.519 4.767
20 C -2.821 -0.829 4.153
21 H -2.915 -1.903 4.347
22 H -3.804 -0.457 3.814
23 H -2.569 -0.316 5.088
24 C 1.498 1.803 -3.432
25 C 0.526 -0.729 -4.846
26 H 2.261 2.313 -2.839
27 H 0.699 2.524 -3.656
28 H 1.938 1.479 -4.380
29 H -0.264 -1.425 -5.154
30 H 1.488 -1.097 -5.233
31 H 0.343 0.234 -5.337
32 H 0.751 1.729 0.184
33 H -0.256 -3.347 -2.370
34 C 0.587 -3.024 0.273
35 H 0.102 -2.718 1.215
36 H 1.082 -2.161 -0.200
37 H 1.353 -3.785 0.493
38 O 3.173 -0.218 1.036
39 H 2.940 0.282 0.230
40 H 2.639 0.216 1.730
41 N -4.382 4.908 -1.793
42 C -3.630 3.830 -1.476
43 C -3.094 3.000 -2.488
44 C -2.441 1.832 -2.105
45 N -2.305 1.465 -0.812
46 C -2.735 2.302 0.154
47 C -3.386 3.497 -0.122
48 H -4.608 5.128 -2.751
49 H -4.810 5.478 -1.080
50 H -3.212 3.244 -3.544
51 H -2.018 1.146 -2.853
52 H -2.544 1.982 1.186
53 H -3.731 4.134 0.694

Values from the calculation:
E (Ha): -1354.35369
ΔE to the lowest compared entry with this formula, charge and spin (eV): 0.000
Spin multiplicity: 1
Net charge: 0

The molecule's Mulliken atomic charges, reported in e, are given here: -0.685, 0.314, 1.935, 0.449, -0.120, 0.286, 0.028, -0.853, -0.498, -0.516, -0.768, 0.323, 0.049, 0.048, 0.730, -1.220, 0.206, 0.306, 0.349, -1.417, 0.338, 0.211, 0.468, -1.663, -1.630, 0.407, 0.267, 0.451, 0.444, 0.335, 0.415, 0.316, 0.378, -0.812, 0.406, 0.396, 0.351, -0.653, 0.310, 0.332, -0.468, 1.195, -0.878, -0.276, 0.042, -0.315, -0.795, 0.189, 0.190, 0.294, 0.341, 0.146, 0.325



Computed, not measured: an isolated ion of composition C3H5N5 and charge +2 at a distorted geometry, with the ωB97M-V functional and the def2-TZVPD basis.

CARTESIAN COORDINATES (ANGSTROEM)
1 C -0.778 0.207 2.807
2 N -0.686 -0.002 1.710
3 C -0.234 -0.342 0.491
4 N 0.501 0.485 -0.254
5 C 0.592 0.285 -1.688
6 N -0.642 -0.311 -2.165
7 N -1.301 -1.018 -1.477
8 N -1.056 -1.400 -0.240
9 H -1.028 0.585 3.805
10 H 0.685 1.373 0.045
11 H 1.570 -0.279 -1.805
12 H 0.707 1.182 -2.119
13 H -1.197 -2.250 0.256

Values from the calculation:
E (Ha): -390.18593
ΔE to the lowest compared entry with this formula, charge and spin (eV): 2.817
Spin multiplicity: 1
Net charge: +2

The molecule's natural (NBO) atomic charges, reported in e, are given here: 0.625, -0.280, 0.529, -0.379, -0.143, 0.005, 0.169, -0.367, 0.355, 0.448, 0.292, 0.262, 0.483



Computed, not measured: C4H6N2 as an isolated structure at a distorted geometry, with the ωB97M-V functional and the def2-TZVPD basis.

CARTESIAN COORDINATES (ANGSTROEM)
1 N 1.085 1.633 -0.671
2 C 1.473 0.523 -0.670
3 C 1.364 -0.812 -0.271
4 N -0.283 -0.677 0.730
5 C -1.444 -0.282 -0.117
6 C -0.764 0.635 0.822
7 H 1.153 -1.535 -1.063
8 H 2.109 -1.146 0.456
9 H -2.390 -0.807 0.051
10 H -1.233 -0.084 -1.171
11 H -0.056 1.424 0.136
12 H -1.013 1.127 1.767

Values from the calculation:
E (Ha): -265.37201
ΔE to the lowest compared entry with this formula, charge and spin (eV): 4.451
Spin multiplicity: 1
Net charge: 0

The molecule's natural (NBO) atomic charges, reported in e, are given here: -0.386, 0.289, -0.372, -0.316, -0.275, -0.298, 0.245, 0.249, 0.202, 0.186, 0.253, 0.224



Computed, not measured: one molecule with the formula C5H11NO at a distorted geometry, with the ωB97M-V functional and the def2-TZVPD basis.

CARTESIAN COORDINATES (ANGSTROEM)
1 C 2.868 -0.656 -0.230
2 C 1.689 0.259 -0.203
3 C 0.542 -0.022 0.461
4 C -0.591 0.910 0.488
5 O -0.550 2.009 -0.346
6 N -1.326 -0.404 -0.313
7 C -2.703 -0.740 -0.014
8 H 3.794 -0.102 -0.064
9 H 2.960 -1.156 -1.199
10 H 2.788 -1.428 0.537
11 H 1.719 1.107 -0.876
12 H 0.518 -0.790 1.226
13 H -1.051 1.074 1.467
14 H -0.307 2.791 0.160
15 H -1.158 -0.324 -1.311
16 H -2.805 -0.874 1.066
17 H -3.414 0.028 -0.345
18 H -2.972 -1.681 -0.504

Values from the calculation:
E (Ha): -327.01019
ΔE to the lowest compared entry with this formula, charge and spin (eV): 3.297
Spin multiplicity: 1
Net charge: 0

The molecule's natural (NBO) atomic charges, reported in e, are given here: -0.630, -0.260, -0.182, 0.240, -0.706, -0.648, -0.410, 0.208, 0.207, 0.204, 0.198, 0.207, 0.171, 0.482, 0.368, 0.186, 0.167, 0.198



Computed, not measured: a 2-piece molecular cluster, C5H13N2 overall at a distorted geometry, with the ωB97M-V functional and the def2-TZVPD basis.

CARTESIAN COORDINATES (ANGSTROEM)
1 C -1.719 -0.271 -0.420
2 C -0.778 -0.552 0.423
3 C -1.771 0.998 -1.247
4 C -0.528 -1.752 1.311
5 C 0.987 0.882 0.388
6 N 2.155 0.339 1.016
7 N 1.208 0.596 -1.102
8 H -2.524 -0.968 -0.581
9 H -2.755 1.118 -1.610
10 H -1.426 1.858 -0.646
11 H -1.095 0.894 -2.006
12 H -1.500 -1.921 1.777
13 H 0.201 -1.439 2.069
14 H -0.401 -2.643 0.655
15 H 0.688 1.809 0.574
16 H 2.431 -0.575 0.833
17 H 2.397 0.497 1.940
18 H 1.145 -0.353 -1.234
19 H 2.020 1.193 -1.401
20 H 0.321 0.925 -1.568

Values from the calculation:
E (Ha): -307.42506
ΔE to the lowest compared entry with this formula, charge and spin (eV): 5.348
Spin multiplicity: 1
Net charge: +1

The molecule's natural (NBO) atomic charges, reported in e, are given here: -0.302, 0.087, -0.609, -0.717, 0.146, -0.839, -0.721, 0.237, 0.258, 0.217, 0.164, 0.256, 0.242, 0.247, 0.199, 0.385, 0.409, 0.441, 0.451, 0.448